<a>
Computed, not measured: C8H9Br3N2O4 as an isolated structure, with wB97M-V/def2-TZVPD.

```
! wB97M-V def2-TZVPD RIJCOSX def2/J DEFGRID3
* xyz 0 1
O -26.37328 -16.51365 15.23205
C -25.71293 -12.66565 18.08951
Br -23.75330 -16.62573 19.07703
H -28.50470 -14.20944 15.63340
Br -20.86006 -16.75145 17.48528
H -25.06297 -11.54635 14.94560
N -26.79614 -15.38669 15.21549
N -21.95705 -12.26066 18.44877
O -21.83650 -12.87929 19.53143
H -22.74233 -11.60107 15.82154
Br -23.56326 -16.14405 15.99936
C -24.43240 -12.71794 18.58184
C -23.51145 -11.94356 16.49798
H -28.70382 -15.89457 16.15036
H -27.53055 -14.82112 17.01293
C -24.80428 -11.84137 15.95180
C -22.61277 -15.85153 17.67093
H -26.49328 -12.86299 18.80958
H -24.24487 -12.89153 19.63118
H -22.46308 -14.77843 17.78982
O -26.24465 -14.43872 14.65290
C -25.88207 -12.19389 16.80797
C -23.30581 -12.30899 17.83723
C -27.99339 -15.07299 16.05875
H -26.86569 -12.15838 16.36343
O -21.05825 -11.52741 17.97249
*
```

Calculated values
HOMO level: -9.905 eV
molar mass: 436.882 g mol⁻¹
LUMO level: -0.94 eV

<b>
Computed, not measured: C8H9Br3N2O4 as an isolated structure, with wB97M-V/def2-TZVPD.

```
! wB97M-V def2-TZVPD RIJCOSX def2/J DEFGRID3
* xyz 0 1
H -2.59260 -1.81257 -1.07968
Br 2.35231 -0.87734 -0.77943
H -0.51078 -0.88399 -1.65869
O -1.83121 -3.51658 3.22491
H 0.61941 -0.89133 2.57615
H 1.20037 -0.02569 0.22106
N -1.36071 -2.42763 3.24958
H 0.66606 1.98233 0.24413
C -0.01509 -0.99288 1.70810
H 1.51220 2.87914 -1.12029
O -1.50665 3.06593 -0.07999
O -0.54708 3.99527 -1.82257
C -1.85831 -1.58382 -0.32145
H 1.51399 0.73207 -2.46363
N -0.56800 3.20671 -0.89066
Br 3.84285 0.13535 -3.58201
Br 2.98343 2.28200 -1.16409
C -1.11887 -1.74727 1.95606
C 2.52255 0.56365 -2.08606
H -2.86747 -2.65466 1.08005
C 0.29838 -0.59062 0.40452
H 0.39953 1.56478 -1.53669
C -0.63871 -0.94440 -0.58799
O -1.10199 -1.79998 4.31520
C -2.02772 -1.98235 0.98395
C 0.63412 2.32388 -0.79048
*
```

Calculated values
HOMO level: -9.394 eV
molar mass: 436.882 g mol⁻¹
LUMO level: -1.47 eV

In terms of stability, <a> leads; the second structure lies 6.390 eV higher.

<a>
Computed, not measured: C11H18N3 as an isolated structure, with wB97M-V/def2-TZVPD.

```
! wB97M-V def2-TZVPD RIJCOSX def2/J DEFGRID3
* xyz 1 1
C 1.05373 -3.25666 -1.81089
H -0.45928 -0.65671 1.89923
H -2.32981 0.58921 0.06693
N 0.98476 -2.13387 -2.50403
H 0.72860 -4.38231 0.07926
H -0.79482 2.22138 -0.17482
H 1.55025 2.66579 2.11671
H 2.07331 1.67238 -0.21905
H 0.40808 1.36810 3.63979
C 0.65585 -2.22617 0.25676
H 1.27929 -0.15698 3.22601
H 1.24114 -4.18409 -2.35172
H -3.02819 2.33939 -1.51370
H 0.65888 0.02899 -2.36067
H 0.40517 -2.34863 1.32151
H 2.85752 1.24932 2.18082
H -1.20630 0.95985 1.86837
H -0.06753 1.25493 -1.45093
C 0.67835 -1.03214 -1.81679
C 0.55333 -1.06738 -0.46772
H -1.91345 1.93840 -2.48727
C -1.86919 0.65056 -0.84613
C -0.37675 0.35716 1.82748
H -3.37933 0.91101 -2.40933
C 0.78115 0.81346 2.81773
N -0.62527 1.26837 -0.56501
N 1.58173 1.20481 0.62720
C 1.76475 1.65144 2.02249
H -1.86327 -0.40323 -1.13438
C 0.30515 0.59425 0.48998
C -2.57680 1.46949 -1.89998
C 0.92898 -3.36013 -0.42785
*
```

Calculated values
HOMO level: -12.499 eV
molar mass: 192.286 g mol⁻¹
LUMO level: -2.98 eV

<b>
Computed, not measured: an isolated ion of composition C11H18N3 and charge +1, with wB97M-V/def2-TZVPD.

```
! wB97M-V def2-TZVPD RIJCOSX def2/J DEFGRID3
* xyz 1 1
H -0.15298 -3.44460 -0.87813
H -3.59324 -0.89209 1.30421
C 1.98221 1.77441 -0.09371
C 1.65230 0.32368 0.30480
C -0.75168 0.09590 -0.73774
H -2.49745 0.01673 -2.05481
C -2.81733 -0.33006 0.74185
C -0.29160 -2.89558 0.07140
C -1.67955 -0.88855 0.23861
H 2.78615 -1.72918 0.16244
H 3.33591 -0.48441 -0.91077
N 0.60446 -0.19884 -0.62673
N -1.11282 1.39211 -0.49959
H 0.27377 -3.40550 0.73358
H -0.82734 0.50037 -2.92766
C -2.11193 1.87318 0.13026
C 1.24076 0.26386 1.75663
C -1.36782 -0.15958 -2.17269
H 2.99741 2.05741 0.29234
H 0.17955 0.84413 1.99151
H -2.43416 2.93298 -0.09620
H 1.00969 -0.52526 -1.48115
H 1.17906 2.42836 0.18047
N -1.20642 -2.06519 0.30967
H 1.96125 0.97925 2.30787
C 2.92560 -0.58243 0.02625
H 3.53140 -0.26487 0.80255
H -1.17349 -1.21762 -2.30338
H 1.29670 -0.78431 2.14574
H 1.95832 1.87892 -1.13303
C -3.03467 0.99859 0.95719
H -3.86208 1.50817 1.45825
*
```

Calculated values
HOMO level: -12.660 eV
molar mass: 192.286 g mol⁻¹
LUMO level: -5.10 eV

In terms of stability, <a> leads; the second structure lies 1.094 eV higher.